ORCA calculation (ωB97M-V/def2-TZVPD) on a structure of composition C30H24AuCl4NOSi.

The geometry in ORCA input format:
```
! wB97M-V def2-TZVPD RIJCOSX def2/J DEFGRID3
* xyz 0 1
Au -1.45 0.75 -0.26
Cl -5.20 2.75 6.01
Cl -2.94 2.78 1.12
Cl -3.25 0.32 -1.57
Cl -1.99 -1.33 4.55
Si -0.20 -0.99 -1.27
O -1.72 0.17 2.04
N 0.28 1.87 0.38
C -1.00 -2.62 -3.42
C 2.24 3.12 -0.14
C 2.25 0.04 -2.30
C 1.04 1.36 -4.43
C 2.43 -3.26 1.81
C -2.82 -4.19 -3.37
C -3.16 1.97 2.67
C 1.59 -2.87 -0.41
C -3.98 2.60 3.60
C -2.51 0.74 2.89
C 3.87 3.85 1.63
C -1.76 -3.61 -4.05
C -3.57 0.77 5.11
C 0.62 1.91 1.67
C 2.42 1.44 -4.24
C -3.11 -3.81 -2.07
C -1.29 -2.22 -2.12
C 2.41 -3.58 0.46
C 0.79 -1.82 0.07
C 0.81 -1.52 1.43
C 2.61 3.16 1.20
C 0.87 -0.06 -2.47
C 0.27 0.61 -3.55
C -4.18 1.99 4.82
C 3.02 0.78 -3.18
C 1.09 2.47 -0.51
C 1.76 2.54 2.11
C 1.62 -2.24 2.29
C -2.76 0.18 4.17
C -2.36 -2.83 -1.45
H -0.18 -2.17 -3.97
H 4.09 0.84 -3.04
H 2.72 -0.47 -1.47
H 3.82 4.92 1.40
H 0.57 1.87 -5.25
H 3.02 -4.38 0.08
H -0.80 0.55 -3.69
H -4.45 3.54 3.37
H 2.85 3.59 -0.90
H -1.53 -3.91 -5.06
H 0.78 2.43 -1.55
H -3.72 0.30 6.07
H 0.14 -0.77 1.83
H 1.57 -3.14 -1.46
H -3.94 -4.26 -1.54
H -0.07 1.42 2.35
H 1.99 2.54 3.17
H 4.73 3.44 1.10
H 4.04 3.74 2.70
H 3.02 2.02 -4.93
H 1.60 -2.01 3.35
H -2.60 -2.53 -0.44
H 3.05 -3.82 2.49
H -3.41 -4.96 -3.85
*
```

The calculation puts the largest force on an atom at 0.01524 hartree/bohr. Its energy relative to the best compared isomer or geometry (same formula, charge and spin) is 0.0 kJ/mol. The calculation puts the orbital gap at 6.267 eV. The calculation puts the lowest unoccupied orbital energy at -1.1 eV.

=====

ORCA calculation (ωB97M-V/def2-TZVPD) on a structure of composition C15H36KN7O3.

The geometry in ORCA input format:
```
! wB97M-V def2-TZVPD RIJCOSX def2/J DEFGRID3
* xyz 0 1
K -0.36 0.04 0.17
O -1.72 0.61 2.22
O -2.67 -1.26 0.58
O -3.63 1.81 2.22
N 1.26 -1.70 1.51
N -0.41 2.86 1.47
N 0.93 1.81 -1.68
N -2.14 1.87 -1.49
N 0.70 -1.35 -1.94
N -1.63 2.88 2.18
N 2.37 0.94 0.89
C -3.96 -3.05 -0.31
C 1.70 -0.45 -2.51
C -4.49 1.12 -0.65
C -2.40 1.67 2.20
C 2.46 0.34 2.22
C 1.96 2.83 -1.48
C 1.29 -3.08 1.04
C 1.27 -2.62 -1.49
C -3.18 1.54 -1.12
C 0.57 -3.29 -0.30
C 2.47 -1.18 2.15
C 1.15 0.94 -2.84
C -3.79 -2.09 0.84
C 3.30 2.32 -0.92
C 3.33 1.98 0.56
H 0.52 -4.36 -0.47
H -4.69 0.10 -0.99
H 1.47 1.38 0.77
H 3.39 0.66 2.71
H 2.31 -2.42 -1.21
H 2.15 -0.85 -3.43
H -0.47 -2.93 -0.22
H 4.04 3.10 -1.11
H 4.34 1.63 0.82
H 3.17 2.90 1.15
H -3.07 -3.68 -0.42
H 2.63 -1.60 3.15
H -5.25 1.79 -1.03
H 0.03 2.26 -1.79
H 2.49 -0.34 -1.76
H 2.34 -3.36 0.89
H 0.28 3.38 1.99
H -0.03 -1.52 -2.62
H -0.53 3.32 0.57
H 0.47 -1.57 2.14
H 1.32 -3.34 -2.33
H 3.32 -1.48 1.53
H 0.89 -3.78 1.79
H -4.82 -3.70 -0.14
H -2.57 -0.60 1.31
H -2.23 3.67 1.96
H 3.62 1.44 -1.50
H 1.63 0.68 2.86
H -4.11 -2.51 -1.24
H 1.85 1.41 -3.54
H -4.48 1.16 0.45
H -4.69 -1.48 0.97
H 2.17 3.36 -2.42
H 0.20 0.83 -3.37
H -3.64 -2.64 1.78
H 1.56 3.58 -0.79
*
```

The calculation puts the largest force on an atom at 0.01023 hartree/bohr. Its energy relative to the best compared isomer or geometry (same formula, charge and spin) is 73.7 kJ/mol. The calculation puts the orbital gap at 8.739 eV. The calculation puts the lowest unoccupied orbital energy at 0.3 eV.

=====

ORCA calculation (ωB97M-V/def2-TZVPD) on the molecule C4H9NO4.

The geometry in ORCA input format:
```
! wB97M-V def2-TZVPD RIJCOSX def2/J DEFGRID3
* xyz 0 1
O -0.63 0.21 2.48
O -0.99 -0.17 -2.35
O 1.38 0.93 1.85
O 0.98 0.56 -1.41
N -1.01 1.30 -0.55
C 0.36 0.06 1.81
C 0.62 -1.09 0.88
C -0.35 0.16 -1.14
C -0.39 -1.11 -0.28
H -1.40 -1.22 0.10
H -0.36 2.07 -0.50
H 0.53 -2.02 1.45
H 1.64 -1.00 0.49
H -1.37 0.62 -2.74
H 1.38 -0.11 -1.97
H -1.40 1.10 0.36
H -0.18 -1.95 -0.94
H 1.18 1.67 2.45
*
```

The calculation puts the largest force on an atom at 0.01567 hartree/bohr. Its energy relative to the best compared isomer or geometry (same formula, charge and spin) is 20.0 kJ/mol. The calculation puts the orbital gap at 10.636 eV. Its SMILES is NC(O)(O)CCC(=O)O. The calculation puts the lowest unoccupied orbital energy at 0.6 eV.

=====

The following HOMO values (in hartree) correspond, in order, to the records above: -0.269; -0.311; -0.367.